{
  "formula": "C35H27AgN5",
  "method": "wB97M-V/def2-TZVPD",
  "species": ["Ag", "N", "N", "N", "N", "N", "C", "C", "C", "C", "C", "C", "C", "C", "C", "C", "C", "C", "C", "C", "C", "C", "C", "C", "C", "C", "C", "C", "C", "C", "C", "C", "C", "C", "C", "C", "C", "C", "C", "C", "C", "H", "H", "H", "H", "H", "H", "H", "H", "H", "H", "H", "H", "H", "H", "H", "H", "H", "H", "H", "H", "H", "H", "H", "H", "H", "H", "H"],
  "coordinates": [[-0.893009, -0.309428, 0.237608], [0.106851, -5.322197, -0.219521], [-2.633708, 1.110941, -0.102011], [-3.031520, -1.486345, 0.588837], [-0.496338, 2.584639, 0.771971], [1.139845, -3.631748, 0.759840], [2.711902, -1.075158, -1.702094], [1.873428, -0.161338, -1.057059], [-2.326998, 2.274463, -0.756018], [1.756893, -4.769213, 1.209478], [2.253111, 1.382375, -2.888566], [3.312521, -0.764247, -2.913822], [-1.412942, 4.547184, -2.235116], [1.216489, -0.472167, 0.232299], [1.636466, 1.064900, -1.690246], [-3.003700, 2.761294, -1.865966], [-3.898447, 0.714396, 0.118215], [1.948543, -0.641647, 1.350646], [3.412076, -0.502865, 1.559009], [1.108643, -5.800532, 0.589927], [6.173791, -0.333522, 2.083451], [-6.525973, -0.272365, 0.760304], [-5.537264, -2.497880, 1.201103], [-4.112818, -0.670524, 0.517668], [-0.687633, 4.107755, -1.102313], [-5.412082, -1.140451, 0.827015], [-6.313214, 1.032322, 0.399096], [5.379267, -1.218588, 2.798315], [0.168089, -4.016738, -0.095826], [0.512524, 4.728606, -0.684357], [-1.146749, 3.004724, -0.342483], [-2.551270, 3.877656, -2.588291], [3.098562, 0.469980, -3.510689], [-3.183864, -2.737999, 0.943067], [4.224700, 0.398651, 0.863722], [5.584630, 0.477575, 1.122372], [-5.042279, 1.522049, 0.080113], [-4.434941, -3.298550, 1.260113], [0.608967, 3.182378, 1.125127], [4.018765, -1.291893, 2.541445], [1.170105, 4.266711, 0.417133], [5.818811, -1.851256, 3.560393], [3.570410, 0.713206, -4.454667], [0.898665, 5.563728, -1.258840], [7.237080, -0.269133, 2.278808], [-4.499614, -4.341244, 1.541316], [-7.513636, -0.647136, 0.998279], [3.785721, 1.049040, 0.120200], [-7.152838, 1.718148, 0.358012], [2.099292, 4.709641, 0.751566], [-2.289688, -3.350583, 0.986478], [0.958264, 1.770766, -1.224671], [-1.053224, 5.396135, -2.804079], [6.189913, 1.184846, 0.567833], [1.340011, -2.659708, 0.989671], [3.958179, -1.492387, -3.391126], [1.428848, -0.933722, 2.263564], [3.401008, -1.979179, 3.110304], [1.108653, 2.793927, 2.008245], [-6.522208, -2.884482, 1.439300], [-0.449194, -3.284874, -0.592271], [-3.113519, 4.194890, -3.459528], [2.579479, -4.740870, 1.902416], [-4.935081, 2.566438, -0.176826], [2.060525, 2.345343, -3.347537], [-3.879778, 2.229719, -2.213248], [2.901752, -2.037569, -1.241784], [1.300719, -6.856890, 0.684663]],
  "atomic_forces_ev_per_a": [[0.0, 0.0, 0.0], [0.0, -0.1, -0.1], [-0.1, 0.0, 0.0], [0.0, 0.1, 0.0], [0.0, 0.0, 0.0], [0.0, -0.1, 0.0], [0.0, 0.0, 0.0], [0.0, 0.0, 0.0], [0.0, 0.0, 0.0], [0.0, 0.1, 0.0], [0.0, 0.0, 0.0], [0.0, 0.0, 0.0], [0.0, 0.0, 0.0], [0.0, 0.0, 0.0], [0.0, 0.0, 0.0], [0.0, 0.0, 0.0], [0.0, 0.0, 0.0], [0.1, 0.1, 0.0], [0.0, 0.0, 0.0], [0.0, 0.0, 0.1], [0.0, 0.0, 0.0], [0.0, 0.0, 0.0], [0.0, 0.0, 0.0], [0.0, 0.0, 0.0], [0.0, 0.0, 0.0], [0.0, 0.0, 0.0], [0.0, 0.0, 0.0], [0.0, 0.0, 0.0], [0.0, 0.0, 0.0], [0.0, 0.0, 0.0], [0.0, 0.0, 0.0], [0.0, 0.0, 0.0], [0.0, 0.0, 0.0], [0.0, 0.0, 0.0], [0.0, 0.0, 0.0], [0.0, 0.0, 0.0], [0.0, 0.0, 0.0], [0.0, 0.0, 0.0], [0.0, 0.0, 0.0], [0.0, 0.0, 0.0], [0.0, 0.0, 0.0], [0.0, 0.0, 0.0], [0.0, 0.0, 0.0], [0.0, 0.0, 0.0], [0.0, 0.0, 0.0], [0.0, 0.0, 0.0], [0.0, 0.0, 0.0], [0.0, 0.0, 0.0], [0.0, 0.0, 0.0], [0.0, 0.0, 0.0], [0.0, 0.0, 0.0], [0.0, 0.0, 0.0], [0.0, 0.0, 0.0], [0.0, 0.0, 0.0], [0.1, -0.1, -0.1], [0.0, 0.0, 0.0], [0.0, 0.0, 0.1], [0.0, 0.0, 0.0], [0.0, 0.0, 0.0], [0.0, 0.0, 0.0], [-0.1, 0.0, -0.1], [0.0, 0.0, 0.0], [0.0, 0.0, 0.0], [0.0, 0.0, 0.0], [0.0, 0.0, 0.0], [0.0, 0.0, 0.0], [0.0, 0.0, 0.0], [0.0, 0.0, 0.0]],
  "total_charge": -1,
  "energy_ha": -1770.75970,
  "e_above_lowest_kj_mol": 0.0,
  "homo_lumo_gap_ev": 6.6372,
  "largest_force_ha_per_bohr": 0.0030
}


{
  "formula": "C3H5F3N4O2P",
  "method": "wB97M-V/def2-TZVPD",
  "species": ["P", "F", "F", "F", "O", "O", "N", "N", "N", "N", "C", "C", "C", "H", "H", "H", "H", "H"],
  "coordinates": [[-2.328545, -0.945096, -0.372469], [-1.014496, 1.859556, -0.476502], [1.056600, 2.330192, -0.234594], [-0.113353, 1.851829, 1.481867], [-2.853834, -0.126682, 0.896220], [-2.647868, 0.059950, -1.566121], [1.559634, -1.699605, -0.093040], [-0.476723, -0.820673, -0.186234], [2.833417, 0.266393, 0.349786], [0.424748, 0.189098, 0.034294], [0.260182, -1.937462, -0.252578], [0.071016, 1.594759, 0.212361], [1.668250, -0.386102, 0.098539], [3.283109, 0.859913, -0.325479], [-1.873829, 0.407619, -2.030926], [-0.148937, -2.921285, -0.438404], [-2.944888, -0.747831, 1.639855], [3.245517, 0.165426, 1.263424]],
  "atomic_forces_ev_per_a": [[-0.9, -1.1, -0.2], [-0.5, 0.0, -0.1], [0.4, 0.3, -0.3], [-0.3, 0.0, 0.5], [0.5, 0.1, 0.0], [0.6, 0.1, 0.3], [-0.3, 0.1, 0.2], [0.0, 0.4, -0.2], [-0.3, 0.2, 0.3], [0.6, -0.5, -0.3], [0.6, 0.5, 0.1], [0.3, -0.1, 0.2], [0.1, -0.3, -0.2], [-0.2, 0.1, 0.1], [-0.3, 0.2, -0.2], [-0.2, 0.2, 0.0], [-0.2, 0.3, 0.0], [0.2, -0.2, -0.2]],
  "total_charge": 1,
  "energy_ha": -1127.57485,
  "homo_lumo_gap_ev": 10.0936,
  "largest_force_ha_per_bohr": 0.0285
}


Values for LUMO, eV, ordered as above
2.788, -4.300